1.
ORCA calculation (ωB97M-V with the def2-TZVPD basis set) on 3 unconnected molecules or ions with the total composition C18H42BNO11S.

Computed properties:
E_tot ... -54868.5426 eV
SMILES string ... CCN[C@H]1OS(=O)(=O)O[C@]1(C)B(C)O.COCCOCCOC.COCCOCCOC

Each line ends with the Mulliken charge.
Cartesian coordinates (Å):
1 C -3.605 0.459 -3.489  -0.75
2 C -2.841 -0.787 -3.953  -0.59
3 N -1.380 -0.700 -3.797  -0.42
4 C -0.948 -0.959 -2.467  0.03
5 O -1.088 -2.392 -2.228  -0.40
6 S 0.059 -2.814 -1.232  1.17
7 O 0.350 -4.185 -1.406  -0.63
8 O -0.216 -2.260 0.063  -0.61
9 O 1.177 -1.936 -1.904  -0.48
10 C 0.570 -0.624 -2.197  1.09
11 C 1.352 -0.089 -3.392  -2.20
12 B 0.774 0.365 -0.951  0.58
13 C -0.049 1.692 -0.850  -0.91
14 O 1.785 0.066 -0.074  -0.38
15 H -3.837 1.121 -4.325  0.37
16 H -3.021 1.038 -2.767  0.04
17 H -4.548 0.203 -3.003  0.33
18 H -3.044 -0.997 -5.004  0.43
19 H -3.167 -1.670 -3.402  0.31
20 H -1.052 0.220 -4.071  0.28
21 H -1.570 -0.476 -1.700  0.25
22 H 2.411 -0.282 -3.217  0.44
23 H 1.223 0.993 -3.491  0.43
24 H 1.052 -0.575 -4.319  0.51
25 H -0.933 1.743 -1.488  0.22
26 H 0.600 2.541 -1.095  0.36
27 H -0.349 1.837 0.191  0.22
28 H 1.588 -0.679 0.502  0.24
29 C -2.614 1.392 2.031  -0.73
30 O -3.257 2.393 1.277  -0.31
31 C -4.411 1.959 0.584  -0.06
32 C -5.497 3.015 0.593  -0.49
33 O -6.099 3.212 1.861  -0.40
34 C -5.423 4.041 2.794  -0.25
35 C -5.615 5.524 2.559  -0.60
36 O -4.913 5.964 1.412  -0.29
37 C -5.596 6.930 0.647  -0.76
38 H -2.020 0.726 1.393  0.13
39 H -1.950 1.887 2.738  0.28
40 H -3.329 0.779 2.589  0.41
41 H -4.799 1.034 1.026  0.42
42 H -4.158 1.749 -0.466  -0.06
43 H -6.300 2.641 -0.048  0.35
44 H -5.123 3.949 0.171  0.25
45 H -4.361 3.800 2.853  0.14
46 H -5.886 3.814 3.758  0.37
47 H -5.246 6.055 3.446  0.36
48 H -6.685 5.740 2.460  0.35
49 H -6.637 6.638 0.472  0.34
50 H -5.085 7.007 -0.312  0.24
51 H -5.587 7.914 1.129  0.32
52 C 2.633 -4.870 1.317  -0.68
53 O 3.713 -4.205 0.698  -0.37
54 C 3.654 -2.793 0.759  0.06
55 C 5.013 -2.189 1.036  -0.55
56 O 5.497 -2.426 2.350  -0.42
57 C 6.111 -3.679 2.608  -0.31
58 C 7.554 -3.764 2.157  -0.58
59 O 7.658 -3.821 0.747  -0.31
60 C 8.733 -3.088 0.211  -0.76
61 H 1.731 -4.845 0.697  0.14
62 H 2.932 -5.907 1.462  0.28
63 H 2.403 -4.428 2.293  0.38
64 H 2.944 -2.471 1.533  0.36
65 H 3.310 -2.401 -0.208  0.13
66 H 4.891 -1.104 0.970  0.31
67 H 5.729 -2.503 0.276  0.24
68 H 5.533 -4.506 2.193  0.19
69 H 6.119 -3.770 3.697  0.36
70 H 7.991 -4.670 2.598  0.36
71 H 8.106 -2.901 2.547  0.35
72 H 8.783 -2.081 0.640  0.34
73 H 8.568 -3.007 -0.862  0.24
74 H 9.695 -3.586 0.382  0.33

***

2.
ORCA calculation (ωB97M-V with the def2-TZVPD basis set) on C4H7NO2 in the gas phase.

Computed properties:
Energy relative to the best compared isomer or geometry (same formula, charge and spin) ... 197.69 kJ/mol
E_tot ... -9845.2308 eV
SMILES string ... C=C(N)OCC=O

Each line ends with the Mulliken charge.
Cartesian coordinates (Å):
1 C -2.217 -0.680 0.036  -0.94
2 C -0.997 -0.183 -0.157  0.69
3 N -0.664 1.174 -0.293  -0.49
4 O 0.084 -1.020 -0.212  -0.40
5 C 1.203 -0.625 0.563  -0.34
6 C 2.115 0.329 -0.182  0.04
7 O 3.005 0.946 0.344  -0.48
8 H -2.346 -1.731 0.260  0.26
9 H -3.096 -0.050 -0.045  0.23
10 H -1.457 1.783 -0.140  0.23
11 H -0.233 1.386 -1.187  0.21
12 H 0.909 -0.174 1.516  0.30
13 H 1.768 -1.540 0.774  0.32
14 H 1.926 0.386 -1.278  0.36

***

3.
ORCA calculation (ωB97M-V with the def2-TZVPD basis set) on 2 unconnected molecules or ions with the total composition H4N2OS.

Computed properties:
Energy relative to the best compared isomer or geometry (same formula, charge and spin) ... 90.37 kJ/mol
E_tot ... -15922.2799 eV
Multiplicity ... 3

Each line ends with the Mulliken charge.
Cartesian coordinates (Å):
1 N -2.551 0.829 -0.088  -0.33
2 N -0.324 -0.416 0.149  -0.39
3 O 2.908 -0.463 0.170  -0.61
4 S -1.830 -0.433 0.393  0.22
5 H -3.585 0.992 -0.003  0.27
6 H 2.377 -1.199 0.085  0.31
7 H 0.050 0.525 -0.229  0.24
8 H 2.955 0.164 -0.477  0.29

***

4.
ORCA calculation (ωB97M-V with the def2-TZVPD basis set) on 2 unconnected molecules or ions with the total composition C5H13N2O.

Computed properties:
Energy relative to the best compared isomer or geometry (same formula, charge and spin) ... 42.54 kJ/mol
E_tot ... -10423.2579 eV
Charge ... -1

Each line ends with the Mulliken charge.
Cartesian coordinates (Å):
1 C -0.471 2.215 0.423  -0.44
2 O -1.796 1.800 0.620  -0.64
3 C 0.498 1.509 1.376  -0.32
4 N 1.878 1.522 0.794  -0.79
5 H -0.164 2.031 -0.608  0.14
6 H -0.458 3.302 0.615  0.32
7 H 0.540 2.083 2.314  0.34
8 H 0.119 0.491 1.554  0.23
9 H 2.515 1.216 1.506  0.22
10 H 1.893 0.819 0.061  0.30
11 C -0.381 -2.856 -0.767  -1.44
12 C -0.396 -1.337 -0.797  1.11
13 C 0.639 -0.700 -1.435  -1.44
14 N -1.389 -0.746 -0.148  -0.72
15 H -1.317 -3.267 -1.201  0.32
16 H -0.345 -3.240 0.257  0.30
17 H 0.436 -3.291 -1.298  0.37
18 H 0.651 0.323 -1.782  0.41
19 H 1.426 -1.294 -1.880  0.18
20 H -2.059 -1.450 0.106  0.05
21 H -1.817 0.874 0.291  0.50

***

5.
ORCA calculation (ωB97M-V with the def2-TZVPD basis set) on a molecular structure, C26H19N5O4Pm.

Computed properties:
Energy relative to the best compared isomer or geometry (same formula, charge and spin) ... 39.29 kJ/mol
E_tot ... -59459.8593 eV
Multiplicity ... 5
Charge ... +1

Each line ends with the Mulliken charge.
Cartesian coordinates (Å):
1 Pm 11.216 12.424 8.501  1.21
2 N 13.890 12.912 8.256  -0.35
3 C 14.515 11.690 7.845  -0.10
4 C 15.561 11.670 7.007  -0.60
5 C 16.043 10.420 6.538  -0.68
6 C 15.529 9.239 6.927  -0.93
7 C 14.473 9.208 7.847  1.28
8 C 13.919 8.006 8.329  -0.61
9 C 12.886 8.067 9.203  -0.82
10 C 12.287 9.323 9.463  -0.11
11 N 12.761 10.421 8.967  -0.32
12 C 13.900 10.422 8.220  0.45
13 H 14.159 13.162 9.224  0.34
14 H 14.274 13.735 7.766  0.22
15 H 16.003 12.596 6.751  0.48
16 H 16.827 10.438 5.762  0.36
17 H 15.914 8.270 6.626  0.42
18 H 14.334 7.075 8.068  0.48
19 H 12.432 7.159 9.590  0.39
20 H 11.356 9.408 10.037  0.51
21 O 11.873 15.253 8.206  -0.31
22 C 10.486 15.597 8.100  1.68
23 C 9.920 15.118 9.468  0.15
24 O 9.186 15.757 10.186  -0.58
25 O 10.422 13.888 9.820  -0.61
26 C 10.131 17.051 7.809  0.05
27 C 8.799 17.489 7.838  -0.21
28 C 8.492 18.835 7.622  -0.86
29 C 9.492 19.753 7.442  -0.41
30 C 10.822 19.340 7.263  -0.90
31 C 11.113 18.013 7.496  -0.08
32 C 9.890 14.752 7.005  -1.05
33 C 10.489 14.775 5.765  -0.31
34 C 9.936 14.114 4.696  -1.01
35 C 8.767 13.385 4.865  -0.45
36 C 8.189 13.308 6.127  -1.12
37 C 8.778 13.923 7.240  0.52
38 H 12.207 15.905 8.812  0.47
39 H 7.981 16.801 7.954  0.39
40 H 7.453 19.144 7.660  0.38
41 H 9.204 20.773 7.403  0.45
42 H 11.554 20.103 6.957  0.37
43 H 12.147 17.698 7.410  0.35
44 H 11.360 15.329 5.609  0.69
45 H 10.404 14.157 3.725  0.46
46 H 8.182 13.025 4.019  0.48
47 H 7.266 12.785 6.259  0.71
48 H 8.206 13.807 8.162  0.43
49 O 9.634 10.853 9.115  -0.30
50 N 8.514 10.300 8.708  -0.45
51 C 8.579 10.184 7.395  0.47
52 C 9.764 10.712 6.841  1.06
53 N 10.747 11.122 6.370  -0.53
54 C 7.501 9.810 6.480  -0.14
55 N 6.809 9.613 5.570  -0.37

***

6.
ORCA calculation (ωB97M-V with the def2-TZVPD basis set) on a gas-phase ion, C11H18ClN3 (charge +2).

Computed properties:
Energy relative to the best compared isomer or geometry (same formula, charge and spin) ... 36.27 kJ/mol
E_tot ... -28668.8063 eV
Charge ... +2

Each line ends with the Mulliken charge.
Cartesian coordinates (Å):
1 C -2.117 -1.399 0.543  1.19
2 C -1.295 -0.501 0.437  -0.62
3 C -3.012 -0.230 -1.703  -0.14
4 C -3.245 -2.069 -0.090  0.41
5 C -3.002 1.013 -1.055  -0.27
6 C -0.524 0.644 0.370  -0.44
7 C -0.721 1.795 1.222  -1.46
8 C 3.913 -1.339 0.011  -1.29
9 C 2.522 1.659 0.798  -1.38
10 C 2.902 -0.402 -0.726  -0.43
11 C 1.943 0.361 0.235  0.50
12 N -3.275 -1.474 -1.245  -0.32
13 N -3.995 -2.978 0.410  -0.34
14 N 0.615 0.649 -0.508  0.09
15 Cl -3.822 1.317 0.357  -0.02
16 H -2.561 -0.224 -2.719  0.39
17 H -2.896 1.846 -1.786  0.40
18 H -0.377 2.804 0.798  0.39
19 H -0.399 1.705 2.208  0.40
20 H -1.723 2.007 1.443  0.40
21 H 4.647 -1.768 -0.870  0.33
22 H 3.539 -2.243 0.594  0.33
23 H 4.675 -0.893 0.573  0.41
24 H 2.669 2.542 0.153  0.40
25 H 3.534 1.414 1.197  0.39
26 H 1.944 2.234 1.705  0.27
27 H 3.574 0.164 -1.462  0.36
28 H 2.264 -1.084 -1.192  0.26
29 H 1.754 -0.195 1.133  0.19
30 H -3.756 -3.403 1.360  0.30
31 H -4.849 -3.385 -0.014  0.31
32 H 0.534 -0.120 -1.223  0.47
33 H 0.541 1.557 -0.953  0.54